1.
{
  "formula": "C6H21NO5",
  "method": "ωB97M-V/def2-TZVPD",
  "elements": ["O", "O", "O", "O", "O", "N", "C", "C", "C", "C", "C", "C", "H", "H", "H", "H", "H", "H", "H", "H", "H", "H", "H", "H", "H", "H", "H", "H", "H", "H", "H", "H", "H"],
  "xyz": [[0.50985, -2.48984, -1.35121], [0.63979, -1.50875, 1.47353], [-2.16089, -3.09458, -1.02069], [-1.59622, -1.13808, 2.93617], [-1.39740, 0.49280, 0.62086], [-0.37573, 1.74983, -0.96087], [2.97743, 1.41687, -1.15902], [1.88367, 1.17860, -0.13544], [-1.30534, 0.87820, -0.54302], [2.51783, 1.24670, 1.26251], [0.69298, 2.22060, -0.11613], [-2.29225, 0.46390, -1.59406], [-1.97156, -0.73540, 2.13893], [0.02117, -1.83352, 2.15034], [3.35716, 2.43892, -1.05460], [-2.52164, -2.48102, -0.37181], [0.48087, -2.30150, -0.40359], [2.83237, 2.29542, 1.37149], [1.81573, 1.01728, 2.05668], [-1.87765, -0.31912, -2.24036], [0.47308, 2.34836, 0.93582], [-2.71578, 1.27249, -2.18212], [1.42766, 0.21543, -0.33729], [3.46152, 0.70887, 1.33824], [3.77956, 0.71748, -0.94909], [-1.84151, -0.54980, 3.65523], [-3.08797, -0.13707, -1.14975], [1.37650, -2.47393, -1.75397], [0.15823, -0.70551, 1.24963], [-1.45696, -2.57511, -1.44484], [2.76356, 1.28360, -2.21937], [1.18251, 3.15026, -0.41317], [-0.31899, 1.97543, -1.93463]],
  "forces_ev_per_a": [[-0.9, 0.0, -0.7], [-0.2, -0.3, -0.1], [-0.1, 0.5, -0.1], [-0.4, -0.1, 0.1], [0.4, -0.1, 0.0], [0.1, 0.9, 0.4], [0.2, 0.4, -0.2], [-0.5, 0.2, 0.7], [-0.7, 0.3, -0.2], [0.4, 0.8, -0.7], [2.5, -1.2, -0.1], [-0.4, -1.5, -0.2], [0.1, 0.1, 0.1], [0.3, -0.2, 0.0], [0.2, -0.1, 0.1], [-0.1, -0.2, 0.1], [0.9, 0.0, 0.3], [-0.1, 0.0, 0.3], [0.1, -0.3, 0.1], [0.5, 0.5, -0.3], [-1.0, -0.1, -0.1], [0.1, 0.1, 0.0], [0.0, -0.4, 0.2], [-0.3, -0.5, 0.1], [0.3, 0.0, 0.0], [0.0, 0.0, 0.0], [-0.2, 0.6, 0.4], [0.3, 0.1, 0.6], [0.1, 0.5, -0.2], [0.1, -0.5, 0.1], [-0.6, -0.1, 0.0], [-0.8, 0.3, -0.5], [-0.1, 0.0, -0.2]],
  "largest_force_ev_per_a": 2.732,
  "smiles": "CC(=O)NCC(C)C.O.O.O.O",
  "orbital_gap_ev": 10.61,
  "total_charge": 0
}

2.
{
  "formula": "C6H22BBa2NO11P2",
  "method": "ωB97M-V/def2-TZVPD",
  "elements": ["Ba", "Ba", "P", "P", "O", "O", "O", "O", "O", "O", "O", "O", "O", "O", "O", "N", "C", "C", "C", "C", "C", "C", "B", "H", "H", "H", "H", "H", "H", "H", "H", "H", "H", "H", "H", "H", "H", "H", "H", "H", "H", "H", "H", "H", "H"],
  "xyz": [[-0.73362, 4.84491, 3.00524], [5.88090, 2.97803, 0.95651], [-0.22746, -0.81787, 5.29317], [-2.38766, -2.34431, -5.65240], [1.25363, -0.91099, 5.86673], [-1.26725, -1.11898, -5.77238], [4.07484, 9.11120, 1.72930], [-1.59321, -3.74474, -5.58057], [-3.41475, -2.12450, -4.61352], [4.21768, 6.99513, 2.07344], [2.31756, 7.84883, 1.74542], [-1.13034, -1.18462, 6.55813], [-0.36169, -2.14953, 4.37103], [-0.62462, 0.49230, 4.65732], [-3.04405, -2.30147, -7.11200], [3.54783, 8.00523, 1.91355], [-0.57594, -3.91317, -6.54309], [-0.73382, -0.62366, -4.55184], [-0.30184, -2.01911, 2.97753], [-1.11907, -0.46786, 7.77253], [-4.10250, -1.54034, -7.43926], [2.42369, -0.92692, 5.06463], [1.76039, 2.57137, 0.42683], [-2.16039, -0.50157, 8.09288], [2.39839, 1.94465, -0.17685], [-0.68197, -4.61719, -7.36844], [-1.14747, 0.30073, -4.14873], [0.34885, -0.58782, -4.67288], [-0.42614, -0.79853, 8.54623], [2.48530, -1.66955, 4.26913], [1.90527, 2.19090, 1.42608], [-3.58875, -0.65380, -7.81102], [0.70760, 2.46991, 0.21332], [0.55125, -2.57174, 2.58393], [-0.35429, -3.06074, -7.18521], [0.35191, -4.08828, -5.99854], [3.07468, -1.34091, 5.83465], [-4.87346, -1.29505, -6.70882], [2.12331, 3.58729, 0.44765], [-0.07900, -0.97691, 2.74892], [2.83102, 0.05493, 4.82349], [-4.59605, -2.05017, -8.26666], [-0.78792, 0.55345, 7.58447], [-1.18300, -2.19670, 2.36099], [-0.75803, -1.35177, -3.74106]],
  "forces_ev_per_a": [[0.9, -0.3, -0.7], [-1.3, 0.6, -0.2], [-1.5, 0.2, -0.2], [-1.3, 1.3, -0.2], [-1.3, 0.6, -0.5], [-1.4, -1.3, 0.3], [-0.4, -0.7, 0.7], [-1.1, 1.4, -0.5], [1.3, -0.4, -0.2], [2.0, -2.3, 1.0], [-1.5, 0.1, 0.7], [1.3, -0.9, -1.7], [-0.6, 1.0, 1.7], [1.0, -1.5, 0.5], [3.5, -3.3, 2.4], [-0.4, 1.7, -2.2], [2.2, 0.4, -1.1], [1.3, -1.0, 0.8], [1.0, 1.5, -1.7], [-0.2, 1.2, 0.3], [-1.6, 2.2, -2.0], [1.4, -0.9, 1.7], [0.3, 0.5, 0.5], [0.3, 0.2, 0.4], [2.5, -2.5, -2.8], [-0.9, -1.0, 0.8], [-0.2, 0.0, -0.7], [0.0, 0.8, -0.4], [-0.1, -0.8, -0.3], [-0.8, 0.3, -0.3], [0.6, -1.6, 4.6], [-1.1, 0.8, -0.3], [-4.0, -0.2, -1.2], [-0.2, -0.4, 0.1], [-0.4, 0.8, 0.6], [-0.1, -0.4, -0.1], [0.8, 0.1, -0.4], [0.5, -0.3, 0.5], [1.4, 4.4, -0.2], [0.1, 0.2, -0.2], [-0.6, 0.1, -0.3], [-0.1, 0.2, -0.1], [-0.4, 0.3, 0.0], [-0.4, -0.7, 0.8], [-0.8, -0.3, 0.1]],
  "largest_force_ev_per_a": 5.359,
  "orbital_gap_ev": 3.66,
  "total_charge": 2
}

3.
{
  "formula": "C6H22BF4O5Ti2",
  "method": "ωB97M-V/def2-TZVPD",
  "elements": ["Ti", "Ti", "F", "F", "F", "F", "O", "O", "O", "O", "O", "C", "C", "C", "C", "C", "C", "B", "H", "H", "H", "H", "H", "H", "H", "H", "H", "H", "H", "H", "H", "H", "H", "H", "H", "H", "H", "H", "H", "H"],
  "xyz": [[0.46537, -3.61014, -2.31613], [2.65018, 0.19433, -2.82330], [-0.46767, -0.16658, -1.18822], [0.72972, -1.36240, -2.71514], [1.74681, -0.27804, -0.93909], [0.48660, -2.15192, -0.57118], [-1.72343, 2.34781, -2.83234], [2.98492, -0.82572, 1.60452], [-1.42594, 0.03037, 1.30323], [2.35564, 3.77794, 0.91990], [-1.88564, -3.98048, -1.95335], [-1.23903, 3.00683, -1.66827], [1.51681, -0.75242, 3.57065], [2.05593, 2.60576, 0.18740], [2.25750, -1.60002, 2.56139], [-2.66578, 0.71701, 1.20888], [-2.36010, -2.62517, -1.89048], [0.60463, -1.00954, -1.36253], [-3.09322, 0.60547, 0.20354], [-1.80674, -2.03123, -2.61914], [2.19394, 0.03290, 3.90729], [2.44658, -0.74819, 0.81962], [2.94499, 1.97080, 0.05367], [1.59006, 2.80619, -0.77396], [-2.14635, -2.26008, -0.88439], [-3.34158, 0.27379, 1.93395], [-2.61758, -4.59768, -1.86742], [2.93444, -2.30923, 3.04624], [1.20101, -1.33323, 4.43676], [-0.31551, 3.49362, -1.98271], [-2.26668, 1.59176, -2.60071], [1.62093, -2.28664, 1.98902], [-1.02615, -0.02106, 0.42268], [2.44396, 3.52042, 1.84100], [-0.90956, 2.28156, -0.91866], [-1.97175, 3.70346, -1.26450], [-2.59927, 1.80288, 1.31175], [1.42473, 1.97506, 0.82406], [-3.41992, -2.46993, -2.08531], [0.62714, -0.31824, 3.11133]],
  "forces_ev_per_a": [[-0.7, -0.6, 0.0], [0.2, 0.2, -0.1], [0.1, -0.3, -0.7], [0.8, -0.3, -0.6], [0.7, -0.1, -0.8], [0.2, -0.3, -0.6], [0.1, -0.1, -0.3], [0.3, 0.1, 0.3], [0.2, 0.1, -0.1], [0.0, 0.2, -0.6], [0.3, 0.2, -0.5], [0.5, -0.6, -0.2], [0.0, 0.0, -0.3], [0.3, -0.9, 1.3], [0.0, -1.0, -0.3], [-0.1, -0.1, -0.8], [0.2, 0.5, 0.6], [-1.6, 1.2, 2.1], [-0.2, -0.3, 0.1], [0.0, -0.1, 0.0], [-0.1, 0.1, 0.1], [-0.1, 0.1, 0.1], [0.2, 0.2, -0.3], [-0.1, 0.4, 0.1], [-0.1, 0.2, -0.1], [-0.1, 0.2, 0.1], [0.1, -0.1, 0.0], [0.4, 0.5, 0.1], [0.0, -0.1, 0.0], [-0.3, 0.5, 0.1], [-0.1, 0.1, 0.2], [-0.5, 0.2, 0.2], [-0.4, 0.2, 0.6], [0.1, 0.1, 0.0], [-0.3, 0.1, 0.2], [0.1, 0.1, 0.1], [0.3, 0.0, 0.5], [-0.5, -0.1, -0.5], [0.0, -0.5, -0.1], [0.0, 0.2, 0.1]],
  "largest_force_ev_per_a": 2.873,
  "spin_multiplicity": 7,
  "orbital_gap_ev": [6.21, 8.32],
  "total_charge": 1,
  "s_squared": 12.002
}

4.
{
  "formula": "C6H22BO7PtS",
  "method": "ωB97M-V/def2-TZVPD",
  "elements": ["Pt", "S", "O", "O", "O", "O", "O", "O", "O", "C", "C", "C", "C", "C", "C", "B", "H", "H", "H", "H", "H", "H", "H", "H", "H", "H", "H", "H", "H", "H", "H", "H", "H", "H", "H", "H", "H", "H"],
  "xyz": [[-0.19855, 0.14665, -0.76051], [1.51167, -1.39729, -2.22739], [0.30979, -0.67079, -2.61359], [0.09433, 0.77585, 1.29261], [1.37830, 1.78505, -1.28154], [-1.39253, -1.49840, 0.09550], [1.32186, -2.81823, -2.54676], [2.76725, -0.89643, -2.85752], [1.46925, -1.19388, -0.79980], [-1.48036, -2.82076, -0.40711], [1.19931, 3.79984, 0.00298], [-1.00550, -3.72584, 0.73466], [0.19449, -0.91485, 3.03218], [1.00627, 3.14738, -1.40348], [0.98309, 0.14055, 2.18096], [-2.08557, 1.27578, -1.21357], [-1.26926, 1.79220, -0.73276], [1.84665, -0.23677, 1.63323], [0.06423, -3.57417, 0.87881], [-0.83457, -2.86970, -1.28385], [1.00221, 4.87159, -0.02168], [2.29666, 1.70551, -1.54969], [-0.48832, 1.36250, 1.78043], [-1.75683, 0.68410, -2.05386], [1.47864, 0.84156, 2.85260], [2.20615, 3.64042, 0.38892], [-1.50076, -3.45693, 1.66767], [0.50348, 3.30423, 0.67996], [-0.69375, -0.53893, 3.53994], [-2.88096, 1.94917, -1.49311], [1.63740, 3.63684, -2.14523], [-0.09465, -1.70807, 2.34276], [-2.52858, -3.02732, -0.62315], [-2.48312, 0.63629, -0.44075], [-2.14573, -1.44614, 0.68841], [-1.16165, -4.77402, 0.47968], [-0.02164, 3.30639, -1.72939], [0.75130, -1.23337, 3.91343]],
  "forces_ev_per_a": [[1.2, 0.2, -0.2], [3.5, -3.5, -4.5], [-2.3, 1.6, -3.0], [0.3, 0.8, 1.1], [-0.2, 0.6, -0.4], [-0.7, -0.5, 0.5], [0.1, 0.1, 0.3], [-1.5, 0.2, 1.0], [1.4, 0.1, 5.0], [0.5, -0.7, 0.7], [-0.3, -0.3, -0.9], [0.4, -0.1, -0.8], [0.8, 0.4, -0.5], [0.7, 1.1, 1.3], [-0.1, -0.6, 1.8], [-1.2, -0.2, -0.2], [3.0, 3.0, 1.9], [-0.6, -0.6, -0.4], [0.0, 0.0, 0.0], [-0.1, -0.2, 0.0], [-0.1, 0.1, 0.0], [0.1, -0.6, -0.2], [-0.3, 0.1, 0.0], [0.5, -1.9, -3.6], [-0.4, 0.6, 0.2], [0.1, 0.0, -0.1], [-0.3, -0.2, 0.0], [0.0, 0.2, 0.0], [-0.3, 0.6, -0.6], [-2.5, 2.8, -1.2], [0.1, 0.0, -0.1], [0.1, -0.2, 0.5], [0.0, -0.1, -0.5], [-2.3, -2.5, 2.9], [-0.1, 0.9, 0.1], [-0.1, -0.1, 0.2], [0.0, -0.7, 0.1], [0.6, -0.5, -0.4]],
  "largest_force_ev_per_a": 6.675,
  "spin_multiplicity": 3,
  "orbital_gap_ev": [5.91, 7.02],
  "total_charge": -1,
  "s_squared": 2.004
}

5.
{
  "formula": "C6H22BrO8",
  "method": "ωB97M-V/def2-TZVPD",
  "elements": ["Br", "O", "O", "O", "O", "O", "O", "O", "O", "C", "C", "C", "C", "C", "C", "H", "H", "H", "H", "H", "H", "H", "H", "H", "H", "H", "H", "H", "H", "H", "H", "H", "H", "H", "H", "H", "H"],
  "xyz": [[2.01779, -0.16349, -1.54975], [0.15044, -3.10114, -5.68759], [-3.39973, -3.29055, -0.79038], [0.26811, 6.61733, -2.87141], [2.44821, -1.07897, 4.44013], [-2.69181, -5.52647, 1.05915], [2.75652, 6.68688, -4.29794], [0.93183, 3.43761, 1.85160], [0.49331, 0.61108, 6.15576], [1.08670, 5.47151, -3.32081], [1.82101, 5.72114, -4.66390], [-3.43439, -4.63183, -1.22081], [1.13192, -0.58195, 6.43415], [1.30110, -1.54778, 5.23906], [-3.61684, -5.63403, -0.01062], [1.53715, -2.59810, 5.40994], [0.50194, 4.57197, -3.51315], [0.40759, -1.62412, 4.61946], [0.65839, -1.12654, 7.25102], [-2.54860, -4.96793, -1.75980], [-4.27028, -4.76760, -1.90707], [-4.66621, -5.70073, 0.27656], [0.55194, -2.66452, -4.93631], [3.57906, 6.28438, -4.00981], [-2.81378, -6.38443, 1.47222], [0.89731, 0.84730, 5.31756], [-0.53174, -3.65448, -5.30721], [1.84686, 5.17507, -2.59806], [2.03935, -1.01387, 3.57399], [2.06541, -0.39787, 6.96594], [-2.48226, -3.10110, -0.58071], [-0.01984, 3.42306, 1.74993], [0.67138, 7.45535, -3.10953], [-3.36841, -6.65243, -0.30935], [1.17401, 6.14307, -5.43296], [1.26297, 2.98425, 1.07633], [2.24358, 4.77995, -5.01560]],
  "forces_ev_per_a": [[-0.1, 0.0, 0.0], [0.0, -0.1, -0.3], [0.1, -0.3, -0.4], [0.4, -1.9, -0.4], [-1.7, 0.0, 0.2], [-0.3, 1.0, 0.4], [1.6, 1.4, -0.9], [0.1, 0.2, 0.3], [-0.3, 0.1, -0.6], [-0.7, 0.3, -1.4], [-0.9, -0.1, 2.0], [0.0, -1.2, 1.6], [0.6, -2.4, 1.2], [1.4, 0.5, -0.2], [0.1, -0.8, -1.5], [0.0, 0.1, 1.1], [-0.9, 0.3, 0.6], [-0.2, 0.6, 0.0], [-1.1, 0.0, -0.2], [0.3, 0.4, 0.0], [-0.2, 0.0, 0.2], [-0.1, 0.6, 0.5], [0.2, 0.3, 0.3], [-0.1, -0.1, 0.0], [0.5, 0.2, 0.5], [-0.1, 0.8, -0.3], [-0.1, -0.1, 0.1], [0.0, 0.3, 0.3], [0.7, 0.2, -0.5], [0.8, 0.1, -0.7], [0.1, 0.3, 0.2], [-0.2, 0.0, -0.1], [0.6, -0.2, -0.2], [-0.5, -0.2, -1.4], [-0.1, 0.0, 0.1], [0.2, -0.3, -0.3], [0.2, 0.0, -0.1]],
  "largest_force_ev_per_a": 2.759,
  "orbital_gap_ev": 6.28,
  "total_charge": -1
}

6.
{
  "formula": "C6H22F3O9Y",
  "method": "ωB97M-V/def2-TZVPD",
  "elements": ["Y", "F", "F", "F", "O", "O", "O", "O", "O", "O", "O", "O", "O", "C", "C", "C", "C", "C", "C", "H", "H", "H", "H", "H", "H", "H", "H", "H", "H", "H", "H", "H", "H", "H", "H", "H", "H", "H", "H", "H", "H"],
  "xyz": [[12.60690, 5.06227, -23.15437], [14.82626, 8.88567, -25.53779], [13.27779, 9.85777, -24.42222], [15.38486, 10.25391, -24.00417], [14.27878, 8.59319, -21.94923], [10.73975, 5.29767, -24.87140], [13.23364, 6.04666, -21.02418], [14.58406, 3.82501, -22.69767], [11.34937, 3.98591, -21.57341], [13.69971, 7.13498, -23.60691], [13.47820, 4.88815, -25.34961], [10.79921, 6.60898, -22.53510], [12.21476, 2.84616, -23.98159], [16.75688, 4.79970, -22.08089], [14.48112, 9.30933, -24.30211], [15.26534, 8.99407, -19.79567], [15.80990, 3.60716, -22.08288], [15.39190, 9.17877, -21.31214], [14.53787, 8.13094, -23.32072], [15.15835, 7.93214, -19.58023], [16.33059, 8.67910, -21.58583], [15.48336, 10.24656, -21.53335], [13.78734, 6.84314, -20.97039], [9.79494, 5.35987, -24.68807], [15.56176, 7.74255, -23.27928], [10.79669, 4.93148, -25.76084], [10.53712, 6.83183, -21.63466], [11.58347, 2.21640, -23.61236], [13.04180, 2.35305, -24.09610], [14.31460, 9.44887, -19.49439], [16.81417, 5.34482, -23.02693], [10.61490, 4.57392, -21.37402], [16.27815, 2.81296, -22.68671], [12.87880, 5.90545, -20.14008], [16.03310, 9.51687, -19.23204], [15.76143, 3.16179, -21.08059], [13.01535, 4.93407, -26.19180], [14.38706, 4.64859, -25.57318], [17.76084, 4.47899, -21.79409], [10.37706, 7.27264, -23.09464], [16.42610, 5.58370, -21.38893]],
  "forces_ev_per_a": [[2.2, -0.4, 2.5], [0.0, -0.2, -0.2], [-0.3, 0.4, 0.3], [-0.1, 0.5, 0.3], [0.2, 0.2, -0.3], [-0.1, 0.0, -0.3], [0.1, 0.4, 0.6], [-1.5, 1.0, -0.3], [0.2, 0.7, -1.0], [-0.7, 0.0, -0.3], [0.2, -0.3, -1.1], [-0.8, 0.4, -0.1], [-0.1, -0.8, -0.8], [-0.1, 0.6, 0.4], [0.3, -0.8, -0.5], [-1.4, 0.4, -0.6], [-0.1, -0.4, -1.5], [0.7, 0.1, 1.1], [-0.6, -1.8, 1.1], [0.5, -0.1, 0.3], [-0.1, 0.1, -0.4], [0.0, -0.1, -0.2], [-0.1, 0.1, -0.5], [0.1, -0.1, 0.2], [0.5, 0.4, -0.3], [0.0, -0.1, 0.1], [0.3, -0.1, 0.0], [0.0, 0.4, 0.4], [0.1, 0.3, 0.3], [0.0, 0.0, 0.1], [0.0, -0.5, -0.3], [-0.2, -0.3, 0.2], [0.5, -0.1, 0.1], [0.0, -0.4, -0.2], [0.3, -0.4, -0.1], [-0.3, 0.3, 0.3], [0.1, 0.1, 0.0], [0.0, 0.1, 0.5], [0.1, 0.1, 0.0], [0.3, 0.1, 0.0], [0.0, -0.2, 0.3]],
  "largest_force_ev_per_a": 3.395,
  "orbital_gap_ev": 6.92,
  "total_charge": 0
}

Molecular weight readings, ordered: 187.24; 631.65; 356.78; 444.19; 302.14; 384.13 g/mol
Energy above the lowest of the compared OMol25 structures with the same formula, charge and spin readings, ordered: 21.6; 216.4; 0.0; 59.0; 0.0; 0.0 kcal/mol